a | Density functional theory data (the ωB97M-V functional and the def2-TZVPD basis) for one molecule with the formula C21H31BrN4O2.

Each line ends with the natural charge from an NBO analysis.
Atoms and positions in Å:
C  -3.6231  3.7390  -5.4474  -0.614
C  -2.8529  3.4358  -4.1734  -0.203
N  -1.4414  3.2075  -4.4165  -0.448
C  -0.7097  4.3622  -4.9237  -0.218
C  0.7396  3.9891  -4.6623  -0.405
C  0.6628  3.3586  -3.2703  -0.424
C  -0.7203  2.6843  -3.2484  -0.050
C  -0.6499  1.1614  -3.3513  -0.206
N  -0.1358  0.5334  -2.1531  -0.436
C  -0.9603  0.3062  -0.9804  -0.201
C  -0.1367  -0.6826  -0.1424  -0.302
C  -0.2937  -0.4531  1.3504  0.689
O  -0.3339  0.6612  1.8289  -0.610
N  -0.3263  -1.5978  2.0961  -0.626
C  -0.4370  -1.6663  3.5087  0.066
C  -1.2914  -0.8389  4.2135  -0.164
C  -1.4277  -0.9685  5.5882  -0.277
C  -0.7031  -1.9551  6.2274  -0.056
Br  -0.8831  -2.1745  8.1019  0.052
C  0.1676  -2.7884  5.5467  -0.322
C  0.3286  -2.6421  4.1696  0.246
N  1.1678  -3.4555  3.4119  -0.627
C  2.1518  -4.3322  4.0425  -0.048
C  3.2801  -3.5598  4.7228  -0.627
C  2.6956  -5.2761  2.9806  -0.604
C  1.3047  -0.4297  -0.6057  -0.492
C  1.1526  0.1283  -2.0116  0.689
O  2.0292  0.2182  -2.8476  -0.625
H  -4.6891  3.8273  -5.2355  0.211
H  -3.2974  4.6768  -5.8983  0.204
H  -3.4773  2.9416  -6.1771  0.212
H  -2.9942  4.2577  -3.4479  0.158
H  -3.2649  2.5354  -3.7103  0.189
H  -0.9267  4.5296  -5.9790  0.202
H  -0.9749  5.2823  -4.3725  0.157
H  1.0695  3.2555  -5.4000  0.208
H  1.4137  4.8435  -4.7067  0.214
H  1.4680  2.6507  -3.0788  0.238
H  0.7100  4.1384  -2.5082  0.205
H  -1.2503  2.9486  -2.3206  0.174
H  -1.6451  0.7589  -3.5610  0.195
H  0.0062  0.8880  -4.1780  0.232
H  -1.1298  1.2262  -0.4158  0.216
H  -1.9281  -0.1088  -1.2713  0.197
H  -0.4245  -1.7032  -0.4055  0.206
H  -0.3274  -2.4779  1.6043  0.403
H  -1.8504  -0.0842  3.6804  0.238
H  -2.0911  -0.3214  6.1425  0.231
H  0.7253  -3.5322  6.0946  0.227
H  1.5520  -2.9681  2.6127  0.376
H  1.6175  -4.9298  4.7847  0.194
H  3.9553  -4.2401  5.2437  0.215
H  3.8617  -3.0147  3.9752  0.205
H  2.8988  -2.8381  5.4447  0.220
H  3.4234  -5.9623  3.4131  0.217
H  1.8923  -5.8561  2.5275  0.219
H  3.2017  -4.7122  2.1919  0.199
H  1.7836  0.3384  0.0065  0.245
H  1.9377  -1.3143  -0.6105  0.233

Calculated values
**Structure (SMILES)**: CCN1CCC[C@@H]1CN1C[C@H](C(=O)Nc2ccc(Br)cc2NC(C)C)CC1=O
**Lowest unoccupied orbital energy**: 0.409 eV
**Highest occupied orbital energy**: -8.25 eV
**Kohn-Sham gap**: 8.7 eV



b | Density functional theory data (the ωB97M-V functional and the def2-TZVPD basis) for one molecule with the formula C21H31BrN4O2.

Each line ends with the natural charge from an NBO analysis.
Atoms and positions in Å:
C  -2.6713  1.3171  -6.9894  -0.613
C  -1.9329  0.9147  -5.7240  -0.211
N  -2.7450  0.0977  -4.8376  -0.436
C  -3.0635  -1.2197  -5.3678  -0.219
C  -3.6150  -1.9472  -4.1542  -0.405
C  -2.7055  -1.4530  -3.0207  -0.417
C  -2.1302  -0.1092  -3.5244  -0.056
C  -2.4306  1.0899  -2.6273  -0.210
N  -1.5254  1.2151  -1.5061  -0.438
C  -1.3678  0.1941  -0.4882  -0.199
C  -0.1896  0.7135  0.3530  -0.299
C  -0.3026  0.2841  1.8043  0.688
O  -1.2829  0.5471  2.4698  -0.612
N  0.7816  -0.3931  2.2863  -0.622
C  0.9204  -0.9339  3.5890  0.070
C  -0.1403  -1.5152  4.2593  -0.168
C  0.0454  -2.0995  5.5045  -0.274
C  1.3153  -2.1000  6.0460  -0.058
Br  1.6075  -2.9102  7.7347  0.052
C  2.3907  -1.5127  5.4012  -0.321
C  2.2032  -0.9004  4.1635  0.243
N  3.2383  -0.3072  3.4422  -0.629
C  4.5474  -0.0713  4.0460  -0.048
C  4.5137  1.0079  5.1264  -0.627
C  5.5237  0.2940  2.9377  -0.604
C  -0.2827  2.2308  0.1802  -0.495
C  -0.9681  2.4122  -1.1620  0.691
O  -1.0306  3.4367  -1.8079  -0.616
H  -2.0597  1.9981  -7.5819  0.214
H  -2.9043  0.4547  -7.6145  0.201
H  -3.6054  1.8204  -6.7381  0.214
H  -1.0016  0.3802  -5.9858  0.158
H  -1.6343  1.8143  -5.1828  0.201
H  -3.7782  -1.1515  -6.1873  0.206
H  -2.1578  -1.7277  -5.7472  0.156
H  -4.6453  -1.6342  -3.9825  0.208
H  -3.6034  -3.0306  -4.2654  0.213
H  -3.2547  -1.3315  -2.0861  0.210
H  -1.9009  -2.1658  -2.8345  0.207
H  -1.0340  -0.1913  -3.6255  0.171
H  -2.3380  2.0175  -3.1893  0.242
H  -3.4678  1.0195  -2.2779  0.190
H  -2.2670  0.1039  0.1312  0.207
H  -1.1506  -0.7780  -0.9314  0.202
H  0.7426  0.3545  -0.0903  0.202
H  1.5343  -0.5867  1.6441  0.404
H  -1.1192  -1.5061  3.8041  0.241
H  -0.7815  -2.5513  6.0319  0.231
H  3.3602  -1.5213  5.8748  0.227
H  2.9225  0.4914  2.9067  0.376
H  4.8708  -1.0183  4.4841  0.195
H  5.4876  1.1029  5.6086  0.215
H  4.2630  1.9735  4.6800  0.205
H  3.7720  0.7894  5.8941  0.220
H  6.5199  0.4657  3.3448  0.217
H  5.5807  -0.4984  2.1922  0.219
H  5.2074  1.2148  2.4396  0.199
H  -0.9335  2.6608  0.9455  0.252
H  0.6730  2.7491  0.2042  0.235

Calculated values
**Structure (SMILES)**: CCN1CCC[C@@H]1CN1C[C@H](C(=O)Nc2ccc(Br)cc2NC(C)C)CC1=O
**Lowest unoccupied orbital energy**: 0.350 eV
**Highest occupied orbital energy**: -8.26 eV
**Kohn-Sham gap**: 8.6 eV



Which structure is the least stable? The one labeled b.



a | Density functional theory data (the ωB97M-V functional and the def2-TZVPD basis) for one molecule with the formula C3H5NS.

Each line ends with the natural charge from an NBO analysis.
Atoms and positions in Å:
C  -0.4520  -0.1335  0.3976  -0.261
C  0.7380  -0.3136  -0.5562  -0.165
C  1.6922  0.7773  -0.1061  -0.198
H  -0.1636  0.0017  1.4182  0.175
H  0.5837  -1.0465  -1.3528  0.254
H  2.4131  1.2300  -0.8029  0.205
H  1.4390  1.3880  0.6981  0.193
H  2.0798  -0.7645  1.1323  0.362
N  1.9767  -0.5462  0.1870  -0.598
S  -2.0036  0.0646  -0.0509  0.035

Calculated values
**Structure (SMILES)**: S=C[C@H]1CN1
**Lowest unoccupied orbital energy**: -0.143 eV
**Highest occupied orbital energy**: -8.74 eV
**Kohn-Sham gap**: 8.6 eV



b | Density functional theory data (the ωB97M-V functional and the def2-TZVPD basis) for one molecule with the formula C3H5NS.

Each line ends with the natural charge from an NBO analysis.
Atoms and positions in Å:
C  -1.2885  -0.2941  0.0529  0.146
C  -0.5098  0.8271  -0.0571  -0.428
C  0.9124  0.8341  0.0647  -0.246
H  -3.2483  -1.2077  0.1329  0.416
H  -3.1276  0.5603  -0.0484  0.392
H  -0.8114  -1.2217  0.2049  0.212
H  -1.0367  1.7693  -0.0432  0.198
H  1.3622  1.7939  0.1435  0.194
N  -2.6506  -0.3415  -0.0479  -0.778
S  1.9207  -0.4691  -0.0261  -0.106

Calculated values
**Structure (SMILES)**: N/C=C/C=S
**Lowest unoccupied orbital energy**: -0.082 eV
**Highest occupied orbital energy**: -8.06 eV
**Kohn-Sham gap**: 8.0 eV



c | Density functional theory data (the ωB97M-V functional and the def2-TZVPD basis) for one molecule with the formula C3H5NS.

Each line ends with the natural charge from an NBO analysis.
Atoms and positions in Å:
C  -0.2565  -0.1555  -0.1293  0.126
C  2.1308  0.8202  -0.1385  -0.146
C  -1.7368  -0.3774  0.1285  -0.654
N  0.3159  0.9765  0.0500  -0.420
S  2.9112  -0.5845  0.0338  0.069
H  0.2383  -0.9876  -0.4324  0.160
H  2.6027  1.7741  -0.2209  0.190
H  -2.2946  -0.8781  -0.6588  0.226
H  -1.6722  -1.0669  0.8604  0.221
H  -2.2389  0.4792  0.5072  0.228

Calculated values
**Structure (SMILES)**: C/C=N/C=S
**Lowest unoccupied orbital energy**: -0.524 eV
**Highest occupied orbital energy**: -8.92 eV
**Kohn-Sham gap**: 8.4 eV



d | Density functional theory data (the ωB97M-V functional and the def2-TZVPD basis) for one molecule with the formula C3H5NS.

Each line ends with the natural charge from an NBO analysis.
Atoms and positions in Å:
C  -0.1371  1.0129  1.0020  -0.274
C  0.4094  -0.3011  0.5006  -0.164
C  -0.3510  -0.8939  -0.6958  -0.212
H  -0.8195  1.3001  0.2287  0.168
H  0.6767  -0.8631  1.3707  0.229
H  -0.7358  -1.9187  -0.7890  0.203
H  -1.2306  -0.1177  -1.0182  0.148
H  0.8305  0.2692  -1.7894  0.385
N  0.9310  -0.4845  -0.9579  -0.569
S  0.4265  1.9968  2.1485  0.084

Calculated values
**Structure (SMILES)**: S=C[C@H]1CN1
**Lowest unoccupied orbital energy**: -0.539 eV
**Highest occupied orbital energy**: -8.86 eV
**Kohn-Sham gap**: 8.3 eV



Which structure is the least stable? The one labeled d.



a | Density functional theory data (the ωB97M-V functional and the def2-TZVPD basis) for one molecule with the formula C3H5NS.

Each line ends with the natural charge from an NBO analysis.
Atoms and positions in Å:
C  0.3462  -0.0978  -1.2012  -0.218
C  -0.6107  -0.0533  -0.2425  -0.203
C  0.0585  -0.1621  1.0971  -0.143
H  1.1281  0.6413  -1.3097  0.208
H  -1.3695  -0.7744  -0.2596  0.242
H  -0.4713  -1.0667  1.8209  0.212
H  1.3239  0.0333  1.3203  0.199
H  0.1456  1.5936  0.6263  0.373
N  -0.5566  0.9327  0.7188  -0.571
S  0.0059  -1.0467  -2.5703  -0.100

Calculated values
**Structure (SMILES)**: S=C[C@H]1CN1
**Lowest unoccupied orbital energy**: -0.170 eV
**Highest occupied orbital energy**: -8.47 eV
**Kohn-Sham gap**: 8.3 eV



b | Density functional theory data (the ωB97M-V functional and the def2-TZVPD basis) for one molecule with the formula C3H5NS.

Each line ends with the natural charge from an NBO analysis.
Atoms and positions in Å:
C  -1.8811  -0.2566  -0.2817  -0.473
C  -0.6397  0.2710  -0.1426  0.006
C  1.7116  0.1933  0.0532  -0.011
H  -2.7131  0.4180  -0.0196  0.218
H  -2.1145  -1.2981  -0.0145  0.207
H  -0.4792  1.4020  0.0306  0.216
H  0.6161  -1.4363  0.1741  0.418
H  1.5550  1.3284  0.2189  0.179
N  0.5077  -0.4602  0.1473  -0.595
S  3.4371  -0.1615  -0.1657  -0.164

Calculated values
**Structure (SMILES)**: C=CNC=S
**Lowest unoccupied orbital energy**: -0.046 eV
**Highest occupied orbital energy**: -8.61 eV
**Kohn-Sham gap**: 8.6 eV



c | Density functional theory data (the ωB97M-V functional and the def2-TZVPD basis) for one molecule with the formula C3H5NS.

Each line ends with the natural charge from an NBO analysis.
Atoms and positions in Å:
C  0.0306  -0.7682  -0.5250  -0.038
C  -0.2331  0.6948  -0.8053  -0.310
C  0.3103  -0.4434  0.8930  -0.329
H  0.7024  1.1755  -1.2018  0.220
H  -1.1546  0.9551  -1.2933  0.222
H  -1.1414  0.9998  1.0591  0.359
H  -0.0143  -1.1040  1.7742  0.229
H  1.3758  -0.3824  0.9930  0.222
N  -0.2382  0.9269  0.6088  -0.611
S  0.3626  -2.0542  -1.5028  0.037

Calculated values
**Structure (SMILES)**: S=C1CNC1
**Lowest unoccupied orbital energy**: -0.375 eV
**Highest occupied orbital energy**: -8.77 eV
**Kohn-Sham gap**: 8.4 eV



Which structure is the least stable? The one labeled a.



a | Density functional theory data (the ωB97M-V functional and the def2-TZVPD basis) for one molecule with the formula C3H5NS.

Each line ends with the natural charge from an NBO analysis.
Atoms and positions in Å:
C  -0.6226  1.4604  -0.0519  -0.739
C  0.7763  -0.7190  0.2348  -0.702
C  0.1813  -1.8871  -0.3908  0.263
H  -0.7819  2.4681  -0.4400  0.239
H  -1.4685  0.9548  -0.3123  0.212
H  -0.4747  1.5175  1.0974  0.218
H  0.2156  -0.5468  1.1360  0.267
H  1.8107  -0.9995  0.6013  0.269
N  -0.3083  -2.7877  -0.9717  -0.318
S  0.6722  0.5392  -0.9027  0.290

Calculated values
**Structure (SMILES)**: CSCC#N
**Lowest unoccupied orbital energy**: 0.739 eV
**Highest occupied orbital energy**: -9.20 eV
**Kohn-Sham gap**: 9.9 eV



b | Density functional theory data (the ωB97M-V functional and the def2-TZVPD basis) for a 2-piece molecular cluster, C3H5NS overall.

Each line ends with the natural charge from an NBO analysis.
Atoms and positions in Å:
C  -0.2881  0.1065  0.9004  0.165
C  -2.5143  -0.6697  0.0011  -0.371
C  1.7707  0.1985  -0.4227  -0.443
N  0.4166  -0.0100  -0.1229  -0.461
S  -3.6830  0.3475  0.1837  0.142
H  -0.0919  0.5654  1.9032  0.163
H  -2.2349  -1.3167  -0.8664  0.193
H  2.1072  1.1393  -0.0062  0.193
H  2.0405  0.1555  -1.4870  0.205
H  2.4772  -0.5162  -0.0833  0.214

Calculated values
**Lowest unoccupied orbital energy (alpha / beta)**: -0.277 / 0.029 eV
**Highest occupied orbital energy (alpha / beta)**: -7.40 / -7.53 eV
**Kohn-Sham gap (alpha / beta)**: 7.1 / 7.6 eV



Which structure is the least stable? The one labeled b.